1.
Density functional theory data (ωB97M-V/def2-TZVPD) for a single C5H13N2O molecule at a distorted geometry.

XYZ file:
```
21
Properties=species:S:1:pos:R:3:forces:R:3
C -2.07495 1.18163 -0.24519 0.719 0.382 0.016
O -2.72432 0.91160 -1.48081 0.108 0.267 0.089
C -0.83375 0.31344 -0.14278 -0.558 -0.276 0.426
C -0.02442 0.38561 1.12405 -0.268 -0.336 1.216
C 0.89432 -0.83842 1.20312 0.633 -0.844 0.168
C 2.78580 -1.68618 -0.12894 0.374 0.262 -0.930
N 1.63050 -0.97854 -0.02611 -0.933 0.857 -0.686
N 0.11699 0.61041 -1.20985 -0.315 1.353 -0.031
H -2.72790 1.07943 0.63022 0.104 -0.133 -0.231
H -1.69828 2.21285 -0.27348 -0.408 0.118 0.040
H -3.56029 0.48316 -1.30993 -0.228 -0.166 -0.009
H -1.12680 -0.72846 -0.27397 -0.105 -0.137 -0.093
H 0.57084 1.30000 1.21950 -0.021 0.069 -0.352
H -0.70550 0.41124 1.98518 0.080 -0.178 -0.064
H 1.54691 -0.77628 2.08381 0.176 0.330 -0.004
H 0.30285 -1.75364 1.42116 -0.280 0.210 -0.114
H 3.31830 -1.64748 -1.08384 -0.332 0.062 0.230
H 3.17612 -2.41150 0.55158 -0.210 -0.275 0.787
H 0.58949 1.48989 -0.96083 -0.113 -0.421 -0.473
H 0.87685 -0.24679 -0.98628 1.890 -1.153 0.873
H -0.33277 0.68803 -2.09662 -0.313 0.011 -0.857
```
Forces are in eV/Å.

Summary:
relative energy (zero: lowest compared OMol25 entry of this formula, charge and spin)	51.6	kcal per mole
HOMO energy (spin up / spin down)	-4.1 / -8.1	eV
multiplicity	2
net charge	0
⟨S²⟩	0.75
E	-382.9297	a.u.

natural (NBO) population analysis, charges in e, atoms 1 to 8: atom 1 (C): -0.0704, atom 2 (O): -0.7310, atom 3 (C): -0.0785, atom 4 (C): -0.4230, atom 5 (C): -0.2114, atom 6 (C): -0.3634, atom 7 (N): -0.7165, atom 8 (N): -0.7464

2.
Density functional theory data (ωB97M-V/def2-TZVPD) for a gas-phase ion, C10H17O (charge +1) at a distorted geometry.

XYZ file:
```
28
Properties=species:S:1:pos:R:3:forces:R:3
C -1.28754 -1.58142 -0.03781 -0.165 0.249 1.185
C 0.72923 -0.56118 -1.28274 0.003 -0.811 -1.939
C 0.63419 -0.59697 1.17508 0.170 2.477 0.531
C -1.46950 0.57072 -1.15281 -1.587 0.832 -3.427
C -1.52854 0.68320 1.29222 -0.942 -3.054 -1.011
C 0.31316 1.69237 -0.04271 2.559 -2.084 1.272
C -0.78565 -0.75484 -1.23580 0.202 -2.739 -1.587
C -0.91116 -0.73376 1.21407 1.950 0.727 -0.759
C 1.21154 0.09513 -0.08865 -2.272 3.888 2.549
C 2.67674 0.43195 0.05875 1.213 -0.415 -2.076
O -1.16220 1.40206 0.00500 0.476 -0.105 1.002
H -2.39876 -1.58151 -0.12417 0.680 -0.765 0.140
H -0.81075 -2.61215 0.17231 -0.985 1.543 -0.971
H 1.33942 -1.44908 -1.39959 -0.412 -0.891 -0.022
H 0.93694 -0.04064 -2.21976 0.229 0.503 0.120
H 1.01536 -0.03487 2.06462 -0.496 -0.103 -0.514
H 1.10708 -1.51347 1.31466 0.662 -2.021 -0.127
H -1.24969 1.21313 -2.07926 -0.009 -0.677 1.558
H -2.56192 0.41540 -1.21259 0.404 0.333 0.603
H -2.60074 0.55151 1.41561 -0.473 0.378 -1.332
H -1.36471 1.19040 2.19687 1.567 1.446 0.612
H 0.57237 2.08050 0.98239 -0.444 0.063 -1.326
H 0.57915 2.36767 -0.89953 -0.759 -0.656 0.879
H -1.10198 -1.31814 -2.26088 0.454 1.647 2.307
H -1.07454 -1.27439 2.11774 -0.806 -0.225 0.771
H 2.80770 1.30811 0.79586 0.374 -1.545 -1.332
H 3.10330 0.55812 -1.03727 -0.758 0.864 2.167
H 3.28150 -0.50783 0.26839 -0.838 1.140 0.726
```
Forces are in eV/Å.

Summary:
HOMO energy	-14.1	eV
net charge	+1
E	-466.1236	a.u.

natural (NBO) population analysis, charges in e, atoms 1 to 8: atom 1 (C): -0.4056, atom 2 (C): -0.4672, atom 3 (C): -0.4406, atom 4 (C): -0.0993, atom 5 (C): -0.0817, atom 6 (C): -0.1263, atom 7 (C): -0.2620, atom 8 (C): -0.2632

3.
Density functional theory data (ωB97M-V/def2-TZVPD) for a molecular structure, C26H32CsN8O.

XYZ file:
```
68
Properties=species:S:1:pos:R:3:forces:R:3
Cs -1.61077 0.18766 -2.89932 0.069 0.014 0.047
N -2.71435 2.57670 -4.70391 -0.012 -0.252 0.182
C -2.60189 1.80680 -5.94591 -0.046 0.040 -0.309
C -3.62132 0.66450 -6.04608 -0.094 -0.072 -0.213
N -3.25582 -0.63977 -5.48346 0.298 0.131 0.431
C -2.53128 -1.47822 -6.43665 0.009 -0.055 -0.115
C -1.08041 -1.13377 -6.74851 0.030 -0.007 -0.131
N -0.17511 -1.23195 -5.59714 -0.221 0.094 0.149
C -4.43063 -1.36197 -4.98266 -0.126 -0.004 -0.079
C -4.14260 -2.49250 -3.99559 -0.087 -0.005 -0.106
N -3.95211 -2.00351 -2.62482 0.043 0.087 -0.089
H -3.62676 3.01179 -4.63437 0.000 0.023 -0.046
H -2.03099 3.32504 -4.68991 -0.045 0.016 -0.033
H -1.58325 1.42622 -6.02068 -0.013 -0.022 0.087
H -2.76142 2.43551 -6.83017 0.058 0.020 0.010
H -3.88079 0.53445 -7.10843 0.001 0.049 0.005
H -4.53760 1.00758 -5.55935 0.007 -0.022 0.021
H -3.06315 -1.49583 -7.40363 -0.038 -0.008 0.030
H -2.55034 -2.50552 -6.06843 0.009 0.004 0.010
H -1.00670 -0.12572 -7.15670 0.015 -0.004 0.007
H -0.78656 -1.80717 -7.56257 -0.011 0.008 -0.011
H 0.76705 -1.00336 -5.89076 0.016 0.010 0.025
H -0.14007 -2.18714 -5.25401 -0.031 -0.006 -0.099
H -5.01526 -1.77116 -5.82245 0.012 -0.009 0.007
H -5.08429 -0.64478 -4.48033 0.014 0.010 -0.003
H -3.23909 -3.03011 -4.28570 -0.006 -0.022 0.009
H -4.97041 -3.20594 -4.07254 0.029 -0.030 0.021
H -3.69652 -2.77603 -2.02046 0.006 0.014 0.027
H -4.83126 -1.64797 -2.26471 0.000 0.006 0.009
C 4.79097 1.30946 10.43201 -0.016 0.029 0.042
O 5.24317 0.49213 9.36464 0.043 -0.017 0.034
C 4.53280 0.50012 8.21927 -0.102 0.022 -0.129
C 3.37914 1.25285 8.00918 0.020 0.024 0.091
C 2.72696 1.18731 6.79015 -0.033 -0.021 -0.101
C 3.20026 0.38109 5.76049 0.091 -0.004 0.135
C 4.35779 -0.36933 5.98510 -0.050 0.015 -0.050
C 5.01547 -0.31336 7.19275 0.072 -0.030 0.054
C 2.48046 0.34926 4.49070 -0.103 0.023 -0.164
N 1.37582 1.01179 4.22708 -0.026 0.024 0.141
C 1.05893 0.69271 2.93695 0.211 -0.158 -0.150
C 1.98490 -0.16936 2.40047 -0.230 0.157 0.081
N 2.89085 -0.38638 3.40767 0.112 -0.036 0.070
C 1.90613 -0.65265 1.06595 -0.033 -0.048 -0.134
C 2.84648 -1.52444 0.49971 -0.008 0.011 -0.002
C 2.69636 -1.93203 -0.79969 0.032 -0.009 0.038
C 1.59411 -1.45530 -1.51220 0.053 -0.034 0.032
N 0.69297 -0.64079 -1.00431 -0.186 0.111 -0.062
C 0.81485 -0.22206 0.26754 0.354 -0.187 0.113
C -0.18501 0.69037 0.82492 -0.097 0.211 0.366
N -1.22160 1.09313 0.06008 0.123 -0.091 -0.041
C -2.10642 1.91989 0.58033 -0.033 -0.019 -0.090
C -2.04940 2.41692 1.88498 0.030 0.000 0.044
C -1.00727 2.02035 2.67991 -0.018 -0.003 -0.007
C -0.05097 1.14116 2.15644 -0.080 0.038 -0.090
H 5.49528 1.15874 11.24406 0.003 -0.003 -0.002
H 3.79154 1.01494 10.75998 0.004 -0.011 -0.006
H 4.78593 2.36418 10.14791 0.008 -0.005 -0.009
H 2.98292 1.89099 8.78549 0.003 -0.008 -0.012
H 1.83166 1.77006 6.62156 0.002 0.004 0.013
H 4.76343 -1.01383 5.21398 0.009 -0.005 0.009
H 5.91154 -0.89204 7.37206 -0.005 -0.001 -0.010
H 3.70836 -0.96767 3.37149 0.007 0.005 0.004
H 3.68752 -1.86888 1.08884 0.007 -0.010 -0.014
H 3.40524 -2.60095 -1.26689 -0.006 0.001 -0.007
H 1.45527 -1.76069 -2.54565 -0.055 0.037 0.000
H -2.92586 2.22300 -0.06552 0.019 -0.027 -0.034
H -2.81276 3.09419 2.24128 0.003 -0.001 0.005
H -0.89412 2.36126 3.70053 -0.012 0.007 -0.002
```
Forces are in eV/Å.

Summary:
relative energy (zero: lowest compared OMol25 entry of this formula, charge and spin)	0.0	kcal per mole
HOMO energy	-9.6	eV
net charge	+1
E	-1543.2913	a.u.

natural (NBO) population analysis, charges in e, atoms 1 to 8: atom 1 (Cs): 0.9423, atom 2 (N): -0.8655, atom 3 (C): -0.2339, atom 4 (C): -0.2329, atom 5 (N): -0.4700, atom 6 (C): -0.2290, atom 7 (C): -0.2252, atom 8 (N): -0.8620

4.
Density functional theory data (ωB97M-V/def2-TZVPD) for a molecular structure, C6H9CuF4NO4S at a distorted geometry.

XYZ file:
```
26
Properties=species:S:1:pos:R:3:forces:R:3
C -1.92066 -1.04824 0.20501 0.160 -0.809 -0.527
C -1.65638 0.51291 -0.21519 -2.467 -1.433 -0.074
F -3.02230 1.16230 -0.23264 2.959 -1.005 0.083
C -1.02392 0.76215 -1.69290 -0.922 1.730 -0.008
N 0.30858 0.18507 -1.99729 0.559 1.025 3.456
C 0.34050 -1.28178 -2.29828 1.211 -1.643 -1.241
C 1.45917 0.69692 -1.19151 6.874 -1.759 -6.457
O 2.68014 0.66966 -1.79703 -8.298 0.313 4.768
O 1.44668 1.25873 0.16725 -0.511 -1.759 1.037
S 1.99540 0.10404 1.29589 6.922 -6.021 -3.282
O 3.51995 0.14253 1.56183 -6.546 1.473 -0.437
O 1.66052 -1.32379 0.78268 -0.578 5.732 2.194
C 1.14953 0.50063 2.94678 0.833 0.360 3.534
F -0.24022 -0.01959 2.92028 3.829 1.773 0.603
F 1.13410 1.98601 3.19980 -0.734 -4.642 -0.817
F 1.96301 -0.11407 4.02095 -3.786 2.384 -4.281
H -0.94217 -1.53144 0.66176 -1.948 1.102 -0.960
H -2.81056 -1.21116 0.96348 1.869 0.808 -1.467
H -2.20572 -1.69977 -0.75361 0.652 1.651 2.033
H -1.09402 1.02091 0.67995 -0.493 -0.326 -1.470
H -1.79297 0.37605 -2.50742 1.567 0.661 1.942
H -0.95410 1.94412 -1.84491 -0.204 -2.557 0.365
H 1.43727 -1.52931 -2.69939 -2.566 0.587 0.779
H -0.44309 -1.49195 -3.17389 1.775 0.540 2.042
H 0.15943 -2.00084 -1.39167 0.143 1.589 -1.620
Cu -1.14816 1.92990 2.39006 -0.301 0.226 -0.195
```
Forces are in eV/Å.

Summary:
HOMO energy	-13.5	eV
net charge	+1
E	-3027.2692	a.u.

natural (NBO) population analysis, charges in e, atoms 1 to 8: atom 1 (C): -0.7066, atom 2 (C): 0.2617, atom 3 (F): -0.3968, atom 4 (C): -0.2758, atom 5 (N): -0.4664, atom 6 (C): -0.4429, atom 7 (C): 0.8410, atom 8 (O): -0.4527

Question: Which value of E does entry 4 give?
Answer: -3027.2692 a.u.